ORCA calculation (the ωB97M-V functional and the def2-TZVPD basis) on a structure of composition C10H8Cl3N5O4STe4Ti.

The geometry in XYZ format:
```
36
C10H8Cl3N5O4STe4Ti the ωB97M-V functional and the def2-TZVPD basis
Ti 0.02 0.05 0.52
O 1.18 -3.58 1.99
C 0.78 -2.63 1.35
O 0.44 -1.46 1.76
C 0.69 -2.73 -0.17
C 1.00 -3.83 -0.95
C 0.95 -3.68 -2.33
C 0.65 -2.45 -2.90
C 0.36 -1.40 -2.04
N 0.34 -1.59 -0.73
C 0.19 0.06 -2.42
O 0.28 0.41 -3.59
O 0.01 0.80 -1.38
H 1.28 -4.75 -0.47
H 1.17 -4.52 -2.97
H 0.66 -2.27 -3.96
N 1.84 0.71 0.82
N 1.73 4.37 1.21
C 0.85 3.79 0.51
N 0.81 3.69 -0.87
S -0.62 3.02 1.20
H 2.53 0.07 1.20
H 2.30 1.32 0.16
H 2.50 4.69 0.62
H 1.67 3.94 -1.33
H 0.39 2.84 -1.24
Te -2.31 0.26 3.86
Te -3.00 1.53 6.04
Te -0.59 3.76 5.36
Te 0.24 2.28 3.40
Cl -4.41 -1.31 -1.82
C -3.40 -0.23 -0.93
Cl -2.78 -2.25 0.69
Cl -3.41 1.41 -1.53
C -2.62 -0.52 0.14
N -1.74 0.20 0.78
```

Output
Charge: -2
Total energy in Eh: -4661.177217
Kohn-Sham gap in hartree: 0.170
Relative energy (zero: lowest compared OMol25 entry of this formula, charge and spin) in kcal/mol: 41.7
HOMO level in eV: -0.796
Spin multiplicity: 1

natural (NBO) population analysis, charges in e, atoms 1 to 6: atom 1 (Ti): 1.6588, atom 2 (O): -0.6263, atom 3 (C): 0.7725, atom 4 (O): -0.7018, atom 5 (C): 0.1500, atom 6 (C): -0.2256

ORCA calculation (the ωB97M-V functional and the def2-TZVPD basis) on a cluster of 2 separate species, C28H42FN4OP in total in a non-equilibrium geometry.

The geometry in XYZ format:
```
77
C28H42FN4OP the ωB97M-V functional and the def2-TZVPD basis
C 4.50 -3.35 1.15
C 2.97 -2.78 1.48
C 3.00 -1.67 2.73
C 3.61 -0.22 2.25
C 2.51 0.79 1.58
C 2.07 0.39 0.03
C 1.74 1.71 -0.90
C 1.10 1.32 -2.38
C -0.52 1.06 -2.33
C -1.01 -0.29 -3.13
C -2.02 -1.20 -2.20
C -3.61 -0.69 -2.26
C -4.14 -0.76 -0.69
N -4.26 0.54 0.05
C -4.70 0.39 1.48
C -4.81 1.79 2.37
N -4.55 3.18 1.84
C -3.15 3.35 1.27
C -2.00 2.41 1.96
C -5.28 1.71 3.97
C -5.59 0.25 4.67
C -5.44 -1.09 3.74
C -5.00 -1.07 2.12
N -4.95 -2.41 1.44
C -4.50 -2.18 0.03
P -4.34 -3.76 -1.09
N -5.52 -3.65 -2.45
O -4.89 -5.14 -0.13
H 4.45 -4.15 0.31
H 5.03 -3.76 2.14
H 5.11 -2.42 0.71
H 2.36 -3.72 1.86
H 2.42 -2.36 0.53
H 1.94 -1.55 3.24
H 3.79 -2.11 3.50
H 4.55 -0.41 1.56
H 4.01 0.31 3.22
H 3.00 1.87 1.57
H 1.54 0.88 2.24
H 2.97 -0.22 -0.44
H 1.09 -0.26 0.11
H 1.09 2.47 -0.29
H 2.77 2.24 -1.12
H 1.72 0.42 -2.82
H 1.32 2.27 -3.07
H -1.05 1.98 -2.84
H -0.86 1.00 -1.20
H -0.04 -0.92 -3.38
H -1.49 0.03 -4.16
H -1.91 -2.32 -2.60
H -1.64 -1.19 -1.07
H -4.15 -1.44 -2.98
H -3.72 0.38 -2.73
H -5.29 3.47 1.14
H -3.18 3.25 0.09
H -2.83 4.48 1.48
H -0.96 2.82 1.57
H -1.95 2.47 3.13
H -2.03 1.28 1.58
H -5.40 2.67 4.64
H -5.92 0.11 5.80
H -5.65 -2.14 4.25
H -6.38 -4.22 -2.20
H -5.90 -2.66 -2.51
H -5.87 -5.27 -0.36
F 3.80 2.14 -3.01
C 5.05 1.83 -2.65
C 6.03 2.81 -2.66
C 7.33 2.49 -2.28
C 7.64 1.18 -1.91
C 6.65 0.19 -1.91
C 5.35 0.52 -2.28
H 5.77 3.82 -2.96
H 8.11 3.25 -2.28
H 8.66 0.92 -1.62
H 6.90 -0.83 -1.63
H 4.56 -0.23 -2.28
```

Output
Total energy in Eh: -1826.987871
Kohn-Sham gap in hartree: 0.254
HOMO level in eV: -8.096
Spin multiplicity: 1

Löwdin population analysis, charges in e, atoms 1 to 6: atom 1 (C): -0.1501, atom 2 (C): -0.2581, atom 3 (C): -0.2132, atom 4 (C): -0.2237, atom 5 (C): -0.2115, atom 6 (C): -0.2099